No. 1
{
  "formula": "C8H13N2",
  "method": "the ωB97M-V functional and the def2-TZVPD basis",
  "symbols": ["C", "C", "C", "C", "C", "N", "C", "C", "C", "N", "H", "H", "H", "H", "H", "H", "H", "H", "H", "H", "H", "H", "H"],
  "positions_angstrom": [[-1.40599, -1.03459, 2.12469], [-1.13185, -0.07785, 0.98898], [-1.78000, 1.05767, 0.69655], [-1.06849, 1.84382, -0.26720], [-1.40242, 3.08798, -0.88575], [0.02968, 1.13619, -0.61488], [0.07466, -0.07590, 0.11570], [1.18481, -1.03767, 0.09489], [2.21827, -1.22881, -1.02450], [2.52362, -2.66637, -0.82989], [-1.73144, -2.00650, 1.76704], [-0.46210, -1.34665, 2.64264], [-2.28458, -0.77336, 2.76935], [-2.55549, 1.42044, 1.31037], [-0.53194, 3.62674, -1.25161], [-1.88124, 2.70538, -1.76418], [-2.08867, 3.65567, -0.32249], [0.82539, 1.42859, -1.21192], [1.29964, -1.77841, 0.78122], [1.87247, -1.02314, -2.05083], [3.13795, -0.55643, -0.96637], [1.73478, -3.33435, -0.76473], [3.42292, -3.02247, -1.33709]],
  "forces_ev_per_angstrom": [[-0.06, -0.76, -0.16], [2.10, -0.75, 0.35], [-0.02, 1.12, -0.12], [1.68, -2.44, 0.85], [0.68, 0.04, -0.90], [0.10, -0.35, -0.21], [3.04, -3.19, 0.94], [-3.37, 5.87, -3.44], [0.24, -0.72, 0.39], [2.70, -0.44, -1.00], [-0.11, -0.21, -0.68], [-0.89, 0.90, 0.03], [1.27, 0.39, -0.30], [-1.11, 0.46, 0.11], [-0.01, 0.25, 0.27], [-0.81, 0.27, -0.97], [-0.63, 0.81, 0.55], [-1.15, -0.08, 0.52], [-0.33, -1.89, 2.21], [-0.61, 0.17, 0.40], [-0.90, -1.08, 0.57], [0.95, 0.86, -0.64], [-2.77, 0.75, 1.22]],
  "charge": 1,
  "orbital_gap_ev": 7.327,
  "homo_ev": -12.6,
  "relative_energy_kcal_mol": 62.8,
  "smiles": "CC1=CC(C)=[NH+]/C1=C\\CN",
  "lumo_ev": -5.27,
  "total_energy_ha": -421.83684
}

No. 2
{
  "formula": "C8H13N2",
  "method": "the ωB97M-V functional and the def2-TZVPD basis",
  "symbols": ["C", "C", "N", "C", "N", "C", "C", "C", "C", "C", "H", "H", "H", "H", "H", "H", "H", "H", "H", "H", "H", "H", "H"],
  "positions_angstrom": [[-4.50698, 1.05758, 0.31812], [-3.53981, 0.29747, 0.02740], [-2.49649, -0.50327, -0.33855], [-1.51657, -1.21010, -0.93470], [-0.57010, -1.55565, -0.02279], [0.95783, -0.98037, -0.30907], [1.94139, -1.94014, 0.43339], [1.07060, 0.41914, 0.26919], [1.14830, 1.47895, -0.49180], [1.18878, 2.80720, 0.09213], [-5.25320, 1.67940, 0.72465], [-1.39540, -1.70719, -1.93319], [-0.89984, -1.08591, 0.89982], [-0.27165, -2.59953, -0.00499], [1.11756, -1.07405, -1.43684], [1.63161, -2.21556, 1.51637], [2.42823, -2.79637, -0.16151], [2.89534, -1.41406, 0.62868], [1.28680, 0.59431, 1.39370], [1.30991, 1.29383, -1.51783], [1.94642, 3.43123, -0.30894], [1.37080, 2.84618, 1.21308], [0.15648, 3.17695, -0.05631]],
  "forces_ev_per_angstrom": [[4.49, -3.56, -1.27], [-1.38, 0.87, -0.81], [1.65, -0.63, -1.38], [-6.85, 3.04, 0.33], [4.81, -1.42, 3.01], [0.99, -0.28, 0.49], [1.25, -0.66, 0.70], [0.14, -1.61, 1.65], [0.79, -0.32, 0.61], [-0.85, 0.82, 1.83], [-0.39, 0.32, 0.17], [-0.66, 1.03, 0.66], [0.83, -1.54, -1.41], [-1.37, 1.79, 0.46], [-0.50, 0.45, 1.53], [0.13, 0.11, -1.97], [-1.72, 0.73, 0.78], [-0.64, 0.46, -0.11], [-0.89, -0.88, -1.76], [-0.44, 0.37, -1.38], [0.32, 0.82, -0.81], [-0.34, -0.53, -1.26], [0.64, 0.61, -0.06]],
  "charge": 1,
  "orbital_gap_ev": 7.968,
  "homo_ev": -12.6,
  "relative_energy_kcal_mol": 169.2,
  "smiles": "C#C/N=C/[NH2+][C@H](C)/C=C/C",
  "lumo_ev": -4.65,
  "total_energy_ha": -421.66719
}

No. 3
{
  "formula": "C8H13N2OS",
  "method": "the ωB97M-V functional and the def2-TZVPD basis",
  "symbols": ["C", "C", "C", "C", "C", "C", "C", "C", "N", "N", "O", "S", "H", "H", "H", "H", "H", "H", "H", "H", "H", "H", "H", "H", "H"],
  "positions_angstrom": [[2.18247, -0.28428, 1.38870], [-1.55510, -0.55721, 0.10291], [-0.62871, -0.28641, -0.78347], [-3.01758, -0.03655, -0.03600], [2.84447, 0.03551, 0.16326], [0.69732, -0.73202, -0.62225], [-3.79290, -0.14928, 1.17936], [1.24695, 1.83957, -0.68344], [1.03610, -0.72207, 1.40769], [1.78251, 0.45099, -0.80898], [-3.33425, 0.46502, -1.08115], [1.31731, -2.30391, -1.14378], [2.68380, -0.33721, 2.38857], [-1.36503, -1.09316, 1.02718], [-0.93542, 0.19769, -1.67844], [3.50758, 0.78257, 0.34385], [3.42662, -0.75755, -0.37088], [-4.79235, 0.31088, 1.07001], [-3.11171, 0.18151, 1.96632], [-4.02063, -1.31698, 1.48775], [1.98592, 2.64758, -0.73232], [0.72056, 2.18372, -1.53125], [0.68225, 1.80784, 0.27996], [2.33810, 0.32281, -1.67280], [0.10174, -2.64908, -1.66080]],
  "forces_ev_per_angstrom": [[0.81, -1.62, 3.08], [-1.95, -0.02, 1.22], [-1.31, -0.16, -0.41], [2.20, -0.61, -1.51], [0.21, -0.77, -2.08], [3.20, 0.89, 3.73], [-1.83, -2.94, 1.45], [0.26, 0.05, 1.76], [-2.67, -0.49, -3.43], [0.71, -1.36, -1.01], [-0.46, 0.18, -0.09], [-0.94, 0.35, -0.43], [0.14, 0.55, -0.90], [0.36, 0.03, -0.14], [-0.16, 0.61, -0.84], [2.02, 2.61, 0.01], [-0.52, 0.13, 0.95], [0.79, 0.13, 0.43], [-0.65, 0.38, 0.38], [0.77, 2.72, -1.01], [0.80, -0.78, 0.89], [-1.55, -0.69, -0.91], [0.26, 0.61, -1.04], [-1.11, 0.19, -0.20], [0.63, 0.00, 0.09]],
  "charge": 1,
  "orbital_gap_ev": 9.132,
  "homo_ev": -12.9,
  "relative_energy_kcal_mol": 102.0,
  "lumo_ev": -3.76,
  "total_energy_ha": -895.16040
}

Q: What is the formula in the second record?
A: C8H13N2